2 unconnected molecules or ions with the total composition C22H23F2OSi in a non-equilibrium geometry, computed with ωB97M-V/def2-TZVPD.

Last column: Löwdin charge in e.
Positions of all 49 atoms, in Å:
1 F -6.763 2.250 0.168  0.028
2 C -5.613 1.717 0.721  -0.247
3 C -4.979 2.426 1.744  -0.003
4 C -3.769 1.900 2.210  -0.061
5 C -3.218 0.696 1.748  -0.201
6 C -2.028 0.187 2.612  -0.092
7 C -1.204 -1.111 2.411  -0.202
8 C -0.079 -1.281 3.269  -0.054
9 C 0.707 -2.444 3.332  -0.005
10 C 0.460 -3.439 2.378  -0.254
11 F 1.294 -4.542 2.322  0.030
12 C -0.573 -3.302 1.445  -0.008
13 C -1.347 -2.119 1.436  -0.040
14 C -3.715 0.226 0.514  -0.042
15 C -4.994 0.649 0.054  -0.001
16 H -5.388 3.364 2.125  0.125
17 H -3.227 2.488 2.974  0.126
18 H -2.168 0.336 3.716  0.136
19 H 0.252 -0.420 3.863  0.117
20 H 1.515 -2.561 4.055  0.122
21 H -0.747 -4.127 0.745  0.123
22 H -2.036 -1.965 0.596  0.087
23 H -3.124 -0.461 -0.119  0.091
24 H -5.473 0.193 -0.813  0.119
25 C 5.908 -1.953 -2.941  -0.041
26 O 5.016 -2.084 -1.809  -0.056
27 C 3.987 -1.215 -1.728  -0.242
28 C 3.095 -1.302 -0.620  0.033
29 C 2.064 -0.396 -0.509  -0.070
30 C 1.849 0.606 -1.495  -0.282
31 Si 0.595 1.995 -1.771  1.048
32 H -1.259 0.969 2.455  0.110
33 C 0.868 3.618 -0.861  -0.161
34 C -1.078 1.498 -2.531  -0.158
35 C 2.738 0.671 -2.606  -0.123
36 C 3.791 -0.225 -2.712  -0.015
37 H 6.658 -2.735 -2.833  0.102
38 H 5.348 -2.087 -3.870  0.098
39 H 6.380 -0.967 -2.928  0.099
40 H 3.202 -2.056 0.143  0.126
41 H 1.360 -0.396 0.333  0.107
42 H 1.473 3.535 0.060  0.059
43 H 1.428 4.228 -1.590  0.047
44 H -0.029 4.179 -0.542  0.054
45 H -1.317 0.419 -2.425  0.053
46 H -1.988 2.007 -2.149  0.052
47 H -0.938 1.739 -3.608  0.047
48 H 2.603 1.425 -3.387  0.101
49 H 4.465 -0.136 -3.581  0.116

Results
* Kohn-Sham gap: 0.2052 Ha
* relative energy (zero: lowest compared OMol25 entry of this formula, charge and spin): 1.0342 eV
* HOMO energy: -11.04 eV
* charge: +1


C22H23FN2O5S in the gas phase in a non-equilibrium geometry, computed with ωB97M-V/def2-TZVPD.

Last column: Löwdin charge in e.
Positions of all 54 atoms, in Å:
1 C 5.054 4.058 -0.516  -0.062
2 C 5.864 2.828 -0.117  -0.245
3 H 6.933 3.053 -0.174  0.123
4 O 5.688 1.746 -1.012  -0.047
5 C 4.552 1.007 -0.969  -0.261
6 C 3.528 1.143 -0.032  -0.004
7 C 2.429 0.313 -0.090  -0.002
8 C 2.317 -0.665 -1.075  -0.147
9 C 3.344 -0.804 -2.011  -0.009
10 C 4.443 0.020 -1.955  0.006
11 H 5.246 -0.074 -2.670  0.119
12 H 3.269 -1.560 -2.778  0.117
13 C 1.146 -1.505 -1.103  -0.273
14 N 0.138 -1.450 -0.278  0.207
15 C -0.721 -2.433 -0.683  -0.282
16 C -0.186 -3.063 -1.777  -0.232
17 O 1.004 -2.472 -2.037  0.133
18 C -0.654 -4.186 -2.624  0.009
19 H -0.020 -4.264 -3.502  0.090
20 H -0.611 -5.126 -2.073  0.091
21 H -1.684 -4.009 -2.928  0.064
22 C -2.025 -2.643 -0.027  -0.127
23 H -2.067 -2.120 0.922  0.096
24 H -2.286 -3.693 0.072  0.120
25 S -3.312 -1.917 -1.103  0.693
26 O -3.451 -2.745 -2.271  -0.312
27 O -3.059 -0.517 -1.326  -0.305
28 C -4.858 -2.039 -0.127  -0.115
29 C -4.675 -1.270 1.165  -0.562
30 O -4.686 -1.813 2.252  0.061
31 N -4.520 0.053 0.973  0.077
32 H -4.257 0.362 0.045  0.119
33 C -4.224 0.953 2.073  -0.117
34 C -2.770 1.347 2.087  -0.209
35 C -2.369 2.593 1.625  -0.029
36 C -1.035 2.955 1.637  0.000
37 C -0.107 2.046 2.108  -0.280
38 C -0.472 0.787 2.550  -0.007
39 C -1.811 0.447 2.538  -0.025
40 H -2.123 -0.522 2.898  0.117
41 H 0.279 0.098 2.902  0.121
42 F 1.195 2.407 2.147  0.048
43 H -0.710 3.924 1.292  0.118
44 H -3.107 3.295 1.263  0.114
45 H -4.485 0.419 2.991  0.128
46 H -4.858 1.839 1.976  0.124
47 H -5.640 -1.616 -0.752  0.117
48 H -5.049 -3.091 0.065  0.113
49 H 1.629 0.408 0.624  0.089
50 H 3.570 1.887 0.747  0.100
51 H 5.629 2.523 0.910  0.117
52 H 3.988 3.849 -0.484  0.067
53 H 5.274 4.876 0.164  0.077
54 H 5.315 4.359 -1.528  0.080

Results
* Kohn-Sham gap: 0.3112 Ha
* relative energy (zero: lowest compared OMol25 entry of this formula, charge and spin): 0.0000 eV
* HOMO energy: -7.82 eV
* SMILES string: CCOc1ccc(-c2nc(CS(=O)(=O)CC(=O)NCc3ccc(F)cc3)c(C)o2)cc1


A molecular structure, C22H23MoN4O5S6 in a non-equilibrium geometry, computed with ωB97M-V/def2-TZVPD.

Last column: Löwdin charge in e.
Positions of all 61 atoms, in Å:
1 Mo 1.606 -0.724 0.659  1.383
2 N 1.692 0.417 2.551  -0.075
3 C 2.634 1.560 2.515  -0.209
4 C 4.092 1.050 2.620  -0.193
5 C 4.683 0.414 1.411  -0.218
6 N 3.928 -0.857 1.054  -0.100
7 H 0.733 0.799 2.651  0.109
8 H 1.820 -0.043 3.412  0.088
9 H 2.434 2.267 3.330  0.127
10 H 2.558 2.136 1.562  0.122
11 H 4.134 0.324 3.468  0.128
12 H 4.748 1.846 2.952  0.123
13 H 5.715 0.130 1.658  0.129
14 H 4.666 1.092 0.554  0.122
15 H 4.095 -1.518 1.797  0.049
16 H 4.399 -1.296 0.252  0.107
17 O 0.206 0.676 -5.505  0.152
18 C 1.272 0.544 -4.693  -0.467
19 O 2.335 1.019 -4.930  0.178
20 C 1.085 -0.408 -3.539  -0.038
21 C 0.676 -1.731 -3.540  0.038
22 N 0.872 -2.200 -2.302  0.044
23 N 1.353 -1.286 -1.464  -0.032
24 C 1.492 -0.154 -2.221  -0.103
25 C 1.927 1.102 -1.539  -0.548
26 O 1.965 2.190 -2.035  0.170
27 O 2.252 0.884 -0.301  -0.220
28 H -0.582 0.332 -5.106  0.105
29 H 0.412 -2.452 -4.330  0.166
30 H 0.663 -3.162 -2.037  0.092
31 C -3.994 5.799 0.637  -0.046
32 C -5.502 5.593 0.633  -0.719
33 O -6.286 6.479 0.609  0.041
34 S -6.186 3.908 0.431  1.022
35 C -4.837 2.761 0.388  -0.539
36 C -4.731 1.853 1.450  -0.064
37 C -3.637 0.956 1.490  -0.003
38 C -2.712 0.970 0.451  -0.266
39 C -2.880 1.807 -0.633  -0.034
40 C -3.936 2.673 -0.685  -0.086
41 C -1.482 0.264 0.604  -0.074
42 C -0.380 -0.237 0.611  -0.168
43 H -3.551 5.169 1.431  0.086
44 H -3.783 6.865 0.840  0.095
45 H -3.593 5.500 -0.350  0.084
46 H -5.438 1.908 2.250  0.099
47 H -3.469 0.312 2.326  0.111
48 H -2.119 1.811 -1.417  0.127
49 H -4.051 3.294 -1.569  0.120
50 C -1.720 -5.580 1.297  -0.386
51 S -1.310 -3.985 0.582  0.817
52 C 0.271 -4.436 -0.070  -1.044
53 C 1.477 -3.978 0.318  -1.123
54 S 1.745 -2.863 1.609  0.579
55 S 2.839 -4.559 -0.604  0.903
56 C 1.931 -5.606 -1.691  -1.483
57 S 2.621 -6.483 -2.852  0.649
58 S 0.224 -5.539 -1.393  0.934
59 H -2.717 -5.460 1.745  0.050
60 H -0.938 -5.735 2.059  0.053
61 H -1.723 -6.414 0.596  0.034

Results
* spin multiplicity: 3
* Kohn-Sham gap (spin up / spin down): 0.2147 / 0.2424 Ha
* relative energy (zero: lowest compared OMol25 entry of this formula, charge and spin): 0.0000 eV
* HOMO energy (spin up / spin down): -10.97 / -11.06 eV
* charge: +1


C22H23N3O2 in the gas phase, computed with ωB97M-V/def2-TZVPD.

Last column: Löwdin charge in e.
Positions of all 50 atoms, in Å:
1 C 3.386 4.241 0.135  -0.079
2 H 2.623 4.939 -0.208  0.096
3 O 2.899 2.962 -0.188  -0.081
4 C 3.670 1.875 0.085  -0.221
5 C 4.895 1.926 0.738  -0.021
6 C 5.601 0.761 0.988  -0.080
7 C 5.098 -0.463 0.588  -0.082
8 C 3.877 -0.524 -0.057  -0.022
9 C 3.140 0.629 -0.313  -0.132
10 C 1.873 0.608 -1.022  0.056
11 C 0.930 -0.348 -0.988  -0.093
12 C 0.983 -1.534 -0.114  -0.235
13 C 0.902 -2.819 -0.650  -0.046
14 C 0.947 -3.927 0.177  -0.078
15 C 1.061 -3.768 1.548  -0.087
16 C 1.135 -2.494 2.090  -0.072
17 C 1.097 -1.385 1.266  -0.030
18 H 1.157 -0.391 1.685  0.125
19 H 1.222 -2.366 3.159  0.104
20 H 1.095 -4.633 2.193  0.101
21 H 0.894 -4.918 -0.250  0.103
22 H 0.822 -2.942 -1.721  0.123
23 C -0.271 -0.145 -1.848  -0.448
24 O -0.313 0.673 -2.747  0.067
25 N -1.330 -0.943 -1.545  0.069
26 H -1.264 -1.562 -0.754  0.124
27 C -2.597 -0.812 -2.219  -0.180
28 C -3.561 0.124 -1.483  -0.148
29 H -4.467 0.241 -2.080  0.117
30 C -3.934 -0.408 -0.095  -0.153
31 N -4.878 0.455 0.560  -0.106
32 C -4.606 1.473 1.411  -0.186
33 N -5.682 2.103 1.789  0.048
34 C -6.710 1.482 1.155  -0.164
35 C -6.234 0.460 0.386  -0.083
36 H -6.728 -0.249 -0.245  0.111
37 H -7.721 1.806 1.296  0.090
38 H -3.611 1.712 1.731  0.122
39 H -4.374 -1.407 -0.186  0.131
40 H -3.041 -0.474 0.534  0.123
41 H -3.092 1.105 -1.381  0.123
42 H -2.386 -0.395 -3.207  0.121
43 H -3.044 -1.805 -2.332  0.123
44 H 1.671 1.472 -1.644  0.130
45 H 3.495 -1.474 -0.394  0.117
46 H 5.656 -1.368 0.773  0.102
47 H 6.553 0.819 1.495  0.104
48 H 5.311 2.870 1.053  0.102
49 H 4.329 4.455 -0.378  0.098
50 H 3.523 4.360 1.215  0.096

Results
* Kohn-Sham gap: 0.3141 Ha
* relative energy (zero: lowest compared OMol25 entry of this formula, charge and spin): 2.0047 eV
* HOMO energy: -8.31 eV
* SMILES string: COc1ccccc1/C=C(/C(=O)NCCCn1ccnc1)c1ccccc1


C22H23N3O2 in the gas phase in a non-equilibrium geometry, computed with ωB97M-V/def2-TZVPD.

Last column: Löwdin charge in e.
Positions of all 50 atoms, in Å:
1 O -0.021 1.215 -0.498  0.082
2 O -0.337 -3.044 -1.778  0.086
3 C -0.175 0.289 -1.284  -0.426
4 C -0.340 -1.817 -1.869  -0.365
5 C 4.504 2.760 3.963  -0.102
6 C 5.361 1.757 4.425  -0.097
7 C -4.743 1.474 -5.317  -0.050
8 C -5.075 0.102 -5.373  -0.081
9 C 3.200 2.490 3.544  -0.022
10 C 4.865 0.456 4.543  -0.038
11 C -3.734 1.897 -4.363  -0.030
12 C -4.392 -0.821 -4.560  -0.033
13 C 2.770 1.156 3.588  -0.185
14 C 3.568 0.159 4.119  -0.150
15 C -3.141 0.974 -3.552  -0.184
16 C -3.481 -0.381 -3.595  -0.176
17 N 0.290 -0.976 -1.008  0.064
18 N 1.774 -0.831 2.943  -0.170
19 N -1.031 0.306 -2.391  0.024
20 C 1.503 0.630 3.033  -0.115
21 C 2.814 -1.165 3.964  -0.102
22 C -1.983 1.396 -2.676  -0.063
23 C -2.729 -1.386 -2.752  -0.057
24 C 0.916 -1.341 0.229  -0.134
25 C 0.694 -1.804 2.674  -0.180
26 C -1.222 -1.068 -2.842  -0.157
27 C -0.066 -1.458 1.373  -0.152
28 H 4.887 3.807 3.898  0.110
29 H 6.403 2.060 4.709  0.114
30 H -5.293 2.208 -5.889  0.093
31 H -5.791 -0.240 -6.117  0.098
32 H 2.585 3.239 3.078  0.108
33 H 5.521 -0.290 4.965  0.103
34 H -3.453 2.947 -4.343  0.113
35 H -4.573 -1.903 -4.654  0.116
36 H 0.656 0.902 3.707  0.136
37 H 1.266 0.984 2.016  0.114
38 H 3.460 -2.020 3.603  0.133
39 H 2.343 -1.486 4.903  0.113
40 H -2.351 1.900 -1.778  0.136
41 H -1.417 2.159 -3.239  0.134
42 H -2.964 -2.374 -3.170  0.123
43 H -3.054 -1.379 -1.700  0.143
44 H 1.702 -0.606 0.453  0.133
45 H 1.393 -2.293 0.080  0.130
46 H 1.126 -2.827 2.591  0.128
47 H 0.031 -1.793 3.542  0.110
48 H -0.846 -1.221 -3.888  0.181
49 H -0.815 -2.251 1.159  0.127
50 H -0.602 -0.494 1.531  0.118

Results
* Kohn-Sham gap: 0.3284 Ha
* relative energy (zero: lowest compared OMol25 entry of this formula, charge and spin): 1.1393 eV
* HOMO energy: -8.18 eV
* SMILES string: O=C1[C@H]2Cc3ccccc3CN2C(=O)N1CCCN1Cc2ccccc2C1


A molecular structure, C22H23N3O4SW in a non-equilibrium geometry, computed with ωB97M-V/def2-TZVPD.

Last column: Löwdin charge in e.
Positions of all 54 atoms, in Å:
1 W 0.066 -0.956 -0.382  1.891
2 C 1.680 -1.997 -3.147  0.019
3 C 0.350 -1.921 -2.470  -0.380
4 C -0.523 -0.815 -2.671  -0.061
5 C -1.968 -0.997 -2.569  -0.176
6 C -2.888 0.031 -3.086  0.036
7 C -2.439 -2.221 -2.093  0.056
8 C -1.581 -3.195 -1.576  -0.184
9 C -2.118 -4.463 -1.054  0.035
10 C -0.143 -2.972 -1.650  -0.099
11 H 1.512 -2.548 -4.082  0.144
12 H 2.429 -2.561 -2.594  0.104
13 H 2.066 -1.019 -3.434  0.107
14 H -0.179 -0.007 -3.310  0.166
15 H -2.427 1.010 -3.208  0.114
16 H -3.804 0.105 -2.498  0.124
17 H -3.225 -0.280 -4.089  0.155
18 H -3.504 -2.430 -2.137  0.175
19 H -2.937 -4.300 -0.347  0.131
20 H -1.365 -5.114 -0.617  0.110
21 H -2.589 -5.006 -1.889  0.151
22 H 0.476 -3.854 -1.522  0.157
23 O -3.253 -0.761 1.865  0.312
24 C -2.265 -0.382 1.377  -0.383
25 O -1.628 -1.031 0.293  -0.272
26 C -1.414 0.819 1.690  -0.119
27 C -1.721 1.904 2.484  0.116
28 C -0.828 2.980 2.482  0.094
29 C 0.307 2.959 1.667  0.113
30 C 0.532 1.830 0.907  -0.114
31 N -0.290 0.775 0.961  0.017
32 C 1.588 1.580 -0.133  -0.387
33 O 2.596 2.144 -0.317  0.285
34 O 1.182 0.455 -0.864  -0.221
35 H -2.634 1.923 3.067  0.166
36 H -1.038 3.853 3.088  0.159
37 H 0.980 3.807 1.609  0.165
38 C 5.255 -3.152 3.051  0.052
39 C 4.309 -2.573 2.092  -0.162
40 C 4.656 -1.778 1.014  0.097
41 C 3.700 -1.312 0.119  -0.199
42 N 2.370 -1.593 0.338  0.025
43 C 2.056 -2.325 1.403  -0.687
44 S 0.361 -2.541 1.626  0.899
45 N 2.972 -2.829 2.233  0.182
46 C 4.123 -0.559 -1.082  0.016
47 H 6.125 -3.566 2.536  0.134
48 H 4.812 -3.914 3.692  0.116
49 H 5.674 -2.370 3.698  0.142
50 H 5.697 -1.539 0.839  0.169
51 H 2.674 -3.418 3.009  0.195
52 H 4.924 -1.093 -1.598  0.134
53 H 4.569 0.396 -0.788  0.126
54 H 3.312 -0.361 -1.770  0.055

Results
* Kohn-Sham gap: 0.2230 Ha
* HOMO energy: -22.04 eV
* charge: +4


Copy entry 3 word for word.
A molecular structure, C22H23MoN4O5S6 in a non-equilibrium geometry, computed with ωB97M-V/def2-TZVPD.

Last column: Löwdin charge in e.
Positions of all 61 atoms, in Å:
1 Mo 1.606 -0.724 0.659  1.383
2 N 1.692 0.417 2.551  -0.075
3 C 2.634 1.560 2.515  -0.209
4 C 4.092 1.050 2.620  -0.193
5 C 4.683 0.414 1.411  -0.218
6 N 3.928 -0.857 1.054  -0.100
7 H 0.733 0.799 2.651  0.109
8 H 1.820 -0.043 3.412  0.088
9 H 2.434 2.267 3.330  0.127
10 H 2.558 2.136 1.562  0.122
11 H 4.134 0.324 3.468  0.128
12 H 4.748 1.846 2.952  0.123
13 H 5.715 0.130 1.658  0.129
14 H 4.666 1.092 0.554  0.122
15 H 4.095 -1.518 1.797  0.049
16 H 4.399 -1.296 0.252  0.107
17 O 0.206 0.676 -5.505  0.152
18 C 1.272 0.544 -4.693  -0.467
19 O 2.335 1.019 -4.930  0.178
20 C 1.085 -0.408 -3.539  -0.038
21 C 0.676 -1.731 -3.540  0.038
22 N 0.872 -2.200 -2.302  0.044
23 N 1.353 -1.286 -1.464  -0.032
24 C 1.492 -0.154 -2.221  -0.103
25 C 1.927 1.102 -1.539  -0.548
26 O 1.965 2.190 -2.035  0.170
27 O 2.252 0.884 -0.301  -0.220
28 H -0.582 0.332 -5.106  0.105
29 H 0.412 -2.452 -4.330  0.166
30 H 0.663 -3.162 -2.037  0.092
31 C -3.994 5.799 0.637  -0.046
32 C -5.502 5.593 0.633  -0.719
33 O -6.286 6.479 0.609  0.041
34 S -6.186 3.908 0.431  1.022
35 C -4.837 2.761 0.388  -0.539
36 C -4.731 1.853 1.450  -0.064
37 C -3.637 0.956 1.490  -0.003
38 C -2.712 0.970 0.451  -0.266
39 C -2.880 1.807 -0.633  -0.034
40 C -3.936 2.673 -0.685  -0.086
41 C -1.482 0.264 0.604  -0.074
42 C -0.380 -0.237 0.611  -0.168
43 H -3.551 5.169 1.431  0.086
44 H -3.783 6.865 0.840  0.095
45 H -3.593 5.500 -0.350  0.084
46 H -5.438 1.908 2.250  0.099
47 H -3.469 0.312 2.326  0.111
48 H -2.119 1.811 -1.417  0.127
49 H -4.051 3.294 -1.569  0.120
50 C -1.720 -5.580 1.297  -0.386
51 S -1.310 -3.985 0.582  0.817
52 C 0.271 -4.436 -0.070  -1.044
53 C 1.477 -3.978 0.318  -1.123
54 S 1.745 -2.863 1.609  0.579
55 S 2.839 -4.559 -0.604  0.903
56 C 1.931 -5.606 -1.691  -1.483
57 S 2.621 -6.483 -2.852  0.649
58 S 0.224 -5.539 -1.393  0.934
59 H -2.717 -5.460 1.745  0.050
60 H -0.938 -5.735 2.059  0.053
61 H -1.723 -6.414 0.596  0.034

Results
* spin multiplicity: 3
* Kohn-Sham gap (spin up / spin down): 0.2147 / 0.2424 Ha
* relative energy (zero: lowest compared OMol25 entry of this formula, charge and spin): 0.0000 eV
* HOMO energy (spin up / spin down): -10.97 / -11.06 eV
* charge: +1